Molecular formula: C22H38O17
Method: DFT, ωB97M-V/def2-TZVPD

Positions of all 77 atoms, in Å:
1 H 2.180 -0.373 -2.547
2 C 2.796 -2.242 4.480
3 C -3.485 2.951 2.142
4 H 3.141 1.680 -3.798
5 H -5.387 3.832 1.379
6 O 1.360 -0.879 5.689
7 H -1.091 2.318 -0.207
8 C -4.215 2.278 3.285
9 H 3.990 -1.740 -2.981
10 O -4.118 -0.094 0.816
11 C -0.853 1.647 -1.031
12 O 3.950 -0.791 1.136
13 H -1.626 1.749 -1.793
14 H 1.720 -1.211 -7.950
15 H -4.327 5.006 2.231
16 H 0.136 1.920 -1.400
17 O 0.323 -1.645 -0.903
18 H -0.343 0.468 3.809
19 H 5.044 -0.360 -2.567
20 C -1.015 0.979 -5.363
21 O 2.774 -2.559 5.792
22 O -0.307 1.887 -5.986
23 C 4.182 -0.949 -2.256
24 H -1.528 1.418 2.910
25 H -2.779 -3.568 2.819
26 O 2.913 0.190 -0.710
27 C 1.788 -1.122 4.329
28 C 0.185 -1.383 0.436
29 H 0.955 1.580 -7.654
30 O -0.399 -0.274 -5.406
31 H 2.147 -3.504 2.823
32 H 3.239 -4.350 3.908
33 H 0.159 -0.052 -2.269
34 C -1.038 0.222 -0.585
35 H -0.111 -0.878 -7.911
36 H 2.732 2.282 -2.124
37 C 3.725 -0.678 -0.068
38 H -5.050 2.886 3.635
39 C 0.880 -0.163 -6.172
40 H -3.952 -2.766 1.319
41 H -2.427 3.160 2.297
42 O -4.465 0.980 2.829
43 C 0.851 1.326 -6.599
44 O 1.670 -1.940 7.638
45 C -3.043 -3.266 0.985
46 H -2.271 -2.512 0.828
47 C 0.798 -1.145 -7.372
48 C 3.032 0.142 -2.102
49 O -3.440 1.962 1.171
50 H -0.864 3.186 3.891
51 H 4.308 1.777 -2.615
52 H -1.291 -1.171 -2.036
53 H 0.671 -2.099 -6.861
54 C -4.358 4.126 1.589
55 C 3.251 1.534 -2.723
56 C -0.507 1.413 3.292
57 O -0.275 2.484 4.179
58 H 1.741 1.742 -6.128
59 C -0.408 -0.702 -1.602
60 O -1.933 1.248 -4.622
61 H 0.225 1.356 2.487
62 C -3.983 0.845 1.567
63 O 4.375 -1.379 -0.925
64 H 1.703 -0.427 -5.509
65 H -3.536 2.168 4.130
66 H 1.667 -4.129 4.421
67 C 1.976 -1.759 6.479
68 H -3.222 -3.664 -0.014
69 H -3.834 4.294 0.648
70 H 3.801 -1.868 4.285
71 O -2.490 -3.986 2.004
72 O -0.442 -0.149 0.611
73 C 2.445 -3.605 3.866
74 H -2.113 0.152 -0.414
75 H 0.912 -1.541 3.834
76 H 2.146 -0.212 3.846
77 O 0.636 -2.052 1.390

Computed properties:
Lowest unoccupied orbital energy: -0.14 eV
Relative energy (zero: lowest compared OMol25 entry of this formula, charge and spin): 49.1 kcal per mole
Charge: 0
Kohn-Sham gap: 9.47 eV
SMILES string: C[C@H]1COC(=O)O1.C[C@H]1COC(=O)O1.C[C@H]1COC(=O)O1.C[C@H]1COC(=O)O1.C[C@H]1COC(=O)O1.CO.CO
Multiplicity: 1
Electronic energy: -58235.0620 eV

Atom charges from the Löwdin analysis, given in e for atoms 1 to 8: number 1, H, carries 0.1168; number 2, C, carries -0.3411; number 3, C, carries -0.3232; number 4, H, carries 0.0720; number 5, H, carries 0.0953; number 6, O, carries 0.0772; number 7, H, carries 0.0783; number 8, C, carries -0.1152